54
Properties=species:S:1:pos:R:3:nbo_charge:R:1 method="wB97M-V/def2-TZVPD" smiles=ClC(Cl)(Cl)Cl.c1cc[nH]c1.c1cc[nH]c1.c1cc[nH]c1.c1cc[nH]c1.CCO homo_lumo_gap_ev=8.06
Cl -2.479 -3.416 -7.419 0.051
C -1.470 -4.488 -8.400 -0.218
Cl -0.328 -5.373 -7.343 0.065
Cl -2.509 -5.582 -9.265 0.079
Cl -0.424 -3.502 -9.493 0.022
C 3.372 -7.264 -13.190 -0.335
C 3.908 -8.567 -13.027 -0.321
C 5.230 -8.419 -12.734 -0.079
N 5.506 -7.076 -12.773 -0.500
C 4.382 -6.346 -13.030 -0.080
H 2.349 -7.091 -13.490 0.243
H 3.321 -9.458 -13.172 0.236
H 6.015 -9.154 -12.682 0.219
H 6.374 -6.684 -12.451 0.414
H 4.381 -5.272 -13.069 0.220
C 4.767 -7.143 -7.974 -0.333
C 5.080 -8.499 -8.171 -0.347
C 4.494 -8.866 -9.364 -0.057
N 3.799 -7.829 -9.886 -0.520
C 3.981 -6.748 -9.048 -0.078
H 5.009 -6.627 -7.059 0.232
H 5.881 -8.905 -7.572 0.236
H 4.548 -9.763 -9.965 0.220
H 3.419 -7.751 -10.819 0.449
H 3.547 -5.791 -9.289 0.220
C -4.002 -7.145 -12.922 -0.315
C -5.109 -7.492 -12.085 -0.305
C -5.464 -8.787 -12.451 -0.074
N -4.642 -9.205 -13.475 -0.506
C -3.801 -8.189 -13.773 -0.078
H -3.497 -6.195 -12.863 0.225
H -5.549 -6.916 -11.291 0.226
H -6.246 -9.446 -12.112 0.210
H -4.688 -10.072 -13.972 0.417
H -3.009 -8.296 -14.498 0.202
C 0.435 -8.544 -6.139 -0.330
C 0.053 -8.603 -7.490 -0.303
C 1.192 -8.603 -8.278 -0.094
N 2.253 -8.476 -7.425 -0.521
C 1.822 -8.566 -6.133 -0.073
H -0.236 -8.507 -5.298 0.219
H -0.962 -8.692 -7.846 0.211
H 1.208 -8.572 -9.352 0.207
H 3.184 -8.263 -7.750 0.442
H 2.576 -8.503 -5.365 0.204
C -0.151 -7.277 -11.369 -0.648
C -0.492 -8.575 -12.093 -0.071
O 0.078 -8.581 -13.416 -0.739
H -0.737 -6.473 -11.821 0.205
H 0.908 -7.024 -11.415 0.208
H -0.436 -7.270 -10.316 0.226
H -1.566 -8.754 -12.145 0.179
H 0.014 -9.454 -11.694 0.177
H -0.496 -8.100 -14.022 0.460